(one)
{
  "formula": "C21H22N2O3",
  "method": "the ωB97M-V functional and the def2-TZVPD basis",
  "elements": ["C", "O", "C", "C", "C", "C", "C", "C", "N", "C", "C", "C", "C", "O", "N", "C", "C", "C", "C", "C", "C", "C", "O", "C", "C", "C", "H", "H", "H", "H", "H", "H", "H", "H", "H", "H", "H", "H", "H", "H", "H", "H", "H", "H", "H", "H", "H", "H"],
  "xyz": [[-3.13, -2.72, 1.59], [-2.29, -1.65, 1.22], [-1.68, -1.69, 0.00], [-1.84, -2.71, -0.93], [-1.17, -2.65, -2.15], [-0.34, -1.59, -2.45], [-0.18, -0.57, -1.52], [-0.85, -0.61, -0.31], [-0.63, 0.41, 0.66], [0.25, 0.03, 1.75], [1.56, -0.47, 1.20], [1.84, -1.79, 1.22], [3.04, -2.36, 0.64], [3.33, -3.54, 0.63], [3.88, -1.43, 0.06], [3.66, -0.08, 0.01], [4.58, 0.77, -0.61], [4.35, 2.12, -0.66], [3.20, 2.66, -0.09], [2.28, 1.84, 0.53], [2.48, 0.45, 0.59], [-1.17, 1.65, 0.63], [-0.87, 2.50, 1.45], [-2.22, 1.90, -0.45], [-2.15, 3.35, -0.92], [-3.58, 1.59, 0.18], [-2.59, -3.67, 1.62], [-3.49, -2.47, 2.59], [-3.99, -2.81, 0.91], [-2.47, -3.56, -0.72], [-1.30, -3.46, -2.85], [0.18, -1.55, -3.39], [0.47, 0.27, -1.73], [0.38, 0.91, 2.38], [-0.23, -0.76, 2.34], [1.16, -2.50, 1.67], [4.73, -1.79, -0.36], [5.47, 0.34, -1.04], [5.07, 2.77, -1.14], [3.03, 3.72, -0.13], [1.40, 2.27, 0.97], [-2.06, 1.22, -1.30], [-2.21, 4.01, -0.06], [-2.97, 3.57, -1.60], [-1.21, 3.53, -1.43], [-3.76, 2.25, 1.02], [-4.38, 1.73, -0.55], [-3.62, 0.56, 0.53]],
  "nbo_charge": [-0.251, -0.502, 0.277, -0.288, -0.182, -0.236, -0.216, 0.171, -0.477, -0.265, 0.051, -0.292, 0.620, -0.616, -0.564, 0.187, -0.247, -0.178, -0.242, -0.191, -0.074, 0.720, -0.647, -0.316, -0.597, -0.596, 0.181, 0.205, 0.179, 0.222, 0.218, 0.220, 0.229, 0.259, 0.216, 0.226, 0.413, 0.210, 0.217, 0.218, 0.242, 0.218, 0.227, 0.206, 0.208, 0.216, 0.210, 0.214],
  "charge": 0,
  "gap_ev": 8.7,
  "smiles": "COc1ccccc1N(Cc1cc(=O)[nH]c2ccccc12)C(=O)C(C)C",
  "e_homo_ha": -0.308
}

***

(two)
{
  "formula": "C21H22N2O3",
  "method": "the ωB97M-V functional and the def2-TZVPD basis",
  "elements": ["O", "C", "C", "C", "C", "C", "O", "C", "C", "N", "C", "C", "O", "N", "C", "C", "C", "C", "C", "C", "C", "C", "C", "C", "C", "C", "H", "H", "H", "H", "H", "H", "H", "H", "H", "H", "H", "H", "H", "H", "H", "H", "H", "H", "H", "H", "H", "H"],
  "xyz": [[3.54, 1.09, 2.59], [3.14, 0.84, 1.47], [3.91, 0.00, 0.54], [3.50, -0.83, -0.48], [4.66, -1.48, -0.94], [5.69, -1.01, -0.18], [5.24, -0.13, 0.72], [1.82, 1.27, 1.00], [0.75, 1.46, 1.84], [-0.34, 1.85, 1.14], [-1.65, 2.08, 1.68], [-2.77, 1.30, 0.97], [-3.69, 1.91, 0.47], [-2.70, -0.05, 0.96], [-3.73, -0.78, 0.24], [-3.19, -1.61, -0.93], [-2.45, -2.87, -0.48], [-0.96, -2.65, -0.15], [-0.63, -1.31, 0.51], [-1.66, -0.85, 1.55], [0.00, 1.97, -0.18], [-0.77, 2.37, -1.26], [-0.16, 2.42, -2.50], [1.19, 2.11, -2.64], [1.96, 1.71, -1.57], [1.36, 1.61, -0.32], [2.50, -0.96, -0.84], [4.72, -2.21, -1.73], [6.74, -1.22, -0.19], [0.73, 1.32, 2.90], [-1.65, 1.85, 2.75], [-1.92, 3.14, 1.57], [-4.26, -1.43, 0.94], [-4.44, -0.03, -0.14], [-4.05, -1.91, -1.53], [-2.55, -0.99, -1.56], [-2.96, -3.28, 0.39], [-2.51, -3.62, -1.27], [-0.64, -3.47, 0.50], [-0.38, -2.73, -1.07], [-0.56, -0.54, -0.26], [0.35, -1.39, 0.98], [-1.16, -0.29, 2.34], [-2.13, -1.72, 2.02], [-1.81, 2.64, -1.15], [-0.73, 2.73, -3.36], [1.64, 2.18, -3.62], [3.01, 1.48, -1.70]],
  "nbo_charge": [-0.535, 0.518, 0.143, -0.248, -0.331, 0.126, -0.362, -0.238, 0.066, -0.363, -0.302, 0.675, -0.632, -0.434, -0.222, -0.417, -0.405, -0.398, -0.421, -0.217, 0.196, -0.262, -0.212, -0.230, -0.192, -0.089, 0.238, 0.232, 0.206, 0.228, 0.229, 0.238, 0.185, 0.251, 0.217, 0.209, 0.192, 0.214, 0.203, 0.205, 0.215, 0.221, 0.207, 0.201, 0.239, 0.216, 0.213, 0.224],
  "charge": 0,
  "gap_ev": 8.6,
  "smiles": "O=C(c1ccco1)c1cn(CC(=O)N2CCCCCC2)c2ccccc12",
  "e_homo_ha": -0.304
}

***

In terms of stability, (one) leads; the second structure lies 27.8 kcal/mol higher.

***

(one)
{
  "formula": "C3H2ClN3O",
  "method": "the ωB97M-V functional and the def2-TZVPD basis",
  "elements": ["H", "N", "C", "N", "C", "O", "C", "Cl", "N", "H"],
  "xyz": [[2.55, -1.19, 0.24], [1.59, -1.67, 0.06], [0.75, -0.81, 0.06], [1.03, 0.59, -0.19], [0.11, 1.50, -0.11], [-1.23, 1.20, 0.33], [-1.44, -0.29, -0.06], [-3.12, -0.63, -0.05], [-0.59, -1.19, 0.00], [0.35, 2.49, -0.28]],
  "nbo_charge": [0.357, -0.558, 0.478, -0.513, 0.420, -0.508, 0.505, 0.081, -0.455, 0.191],
  "charge": 0,
  "gap_ev": 10.3,
  "smiles": "[H]/N=c1\\ncoc(Cl)n1",
  "e_homo_ha": -0.383
}

***

(two)
{
  "formula": "C3H2ClN3O",
  "method": "the ωB97M-V functional and the def2-TZVPD basis",
  "elements": ["H", "N", "C", "C", "O", "N", "N", "C", "Cl", "H"],
  "xyz": [[-1.08, 2.31, -0.08], [-0.10, 2.10, 0.01], [-0.04, 0.86, 0.12], [-1.03, -0.24, 0.01], [-2.24, -0.09, -0.06], [-0.33, -1.40, 0.01], [1.09, -1.36, -0.04], [1.49, -0.18, 0.06], [2.99, 0.40, 0.02], [-0.73, -2.41, -0.06]],
  "nbo_charge": [0.366, -0.510, 0.201, 0.543, -0.563, -0.451, -0.255, 0.086, 0.149, 0.434],
  "charge": 0,
  "gap_ev": 9.1,
  "smiles": "[H]/N=C1\\C(=O)NN=C1Cl",
  "e_homo_ha": -0.360
}

***

In terms of stability, (one) leads; the second structure lies 10.3 kcal/mol higher.

***

(one)
{
  "formula": "C10H21ClSi",
  "method": "the ωB97M-V functional and the def2-TZVPD basis",
  "elements": ["C", "C", "C", "C", "Si", "C", "C", "Cl", "H", "H", "H", "H", "H", "H", "H", "H", "H", "H", "H", "H", "H", "C", "C", "C", "C", "H", "H", "H", "H", "H", "H", "H", "H"],
  "xyz": [[-1.94, 2.90, 0.86], [-2.02, 1.73, -0.12], [-1.38, 2.15, -1.44], [-3.50, 1.41, -0.38], [-1.11, 0.20, 0.61], [-1.69, -1.37, -0.25], [-2.59, -2.19, 0.27], [-3.15, -3.62, -0.51], [-2.42, 3.79, 0.44], [-2.43, 2.65, 1.80], [-0.89, 3.14, 1.08], [-1.88, 3.03, -1.85], [-1.44, 1.36, -2.18], [-0.33, 2.40, -1.30], [-4.01, 1.12, 0.54], [-4.00, 2.29, -0.79], [-3.60, 0.60, -1.10], [0.34, 0.33, 0.41], [-1.42, 0.08, 2.04], [-1.28, -1.62, -1.22], [-3.05, -2.03, 1.23], [4.00, -0.88, -1.70], [4.06, -0.88, -0.39], [4.01, -2.08, 0.50], [2.91, -1.94, 1.55], [4.03, 0.03, -2.28], [3.91, -1.80, -2.27], [4.15, 0.07, 0.14], [4.98, -2.17, 1.01], [3.85, -2.98, -0.10], [3.05, -1.04, 2.13], [2.92, -2.80, 2.22], [1.93, -1.89, 1.07]],
  "nbo_charge": [-0.610, -0.422, -0.610, -0.611, 1.125, -0.653, -0.177, -0.013, 0.206, 0.209, 0.207, 0.206, 0.206, 0.210, 0.206, 0.206, 0.213, -0.168, -0.175, 0.234, 0.209, -0.404, -0.160, -0.439, -0.595, 0.197, 0.188, 0.188, 0.208, 0.202, 0.201, 0.209, 0.206],
  "charge": 0,
  "gap_ev": 10.3,
  "smiles": "CC(C)(C)[SiH2]/C=C/Cl.C=CCC",
  "e_homo_ha": -0.350
}

***

(two)
{
  "formula": "C10H21ClSi",
  "method": "the ωB97M-V functional and the def2-TZVPD basis",
  "elements": ["C", "C", "C", "C", "Si", "C", "C", "Cl", "C", "C", "C", "C", "H", "H", "H", "H", "H", "H", "H", "H", "H", "H", "H", "H", "H", "H", "H", "H", "H", "H", "H", "H", "H"],
  "xyz": [[2.82, 1.95, -0.10], [1.44, 2.30, -0.60], [0.63, 1.12, -1.10], [-0.25, 1.47, -2.25], [-0.33, 0.10, 0.53], [1.14, -0.36, 1.67], [1.10, 0.01, 2.94], [2.36, -0.43, 4.06], [-1.37, -1.44, 0.05], [-2.70, -0.83, -0.56], [-0.61, -2.29, -0.95], [-1.68, -2.23, 1.35], [3.14, 0.99, -0.29], [2.94, 2.04, 0.89], [3.60, 2.61, -0.47], [0.81, 2.98, 0.07], [1.66, 3.04, -1.36], [1.28, 0.46, -1.53], [-1.25, 1.88, -1.83], [0.06, 2.33, -2.74], [-0.47, 0.69, -3.03], [-1.43, 1.04, 1.17], [1.92, -0.81, 1.20], [0.44, 0.70, 3.52], [-2.97, -0.09, 0.11], [-2.38, -0.50, -1.46], [-3.56, -1.61, -0.71], [0.55, -2.13, -0.92], [-0.86, -2.13, -2.04], [-0.85, -3.40, -0.66], [-1.20, -1.84, 2.22], [-2.69, -2.28, 1.56], [-1.26, -3.33, 1.28]],
  "nbo_charge": [-0.604, -0.420, -0.522, -0.612, 1.342, -0.658, -0.181, -0.034, -0.487, -0.587, -0.615, -0.599, 0.200, 0.208, 0.205, 0.198, 0.205, 0.199, 0.191, 0.207, 0.212, -0.175, 0.229, 0.230, 0.207, 0.203, 0.201, 0.201, 0.218, 0.213, 0.209, 0.210, 0.206],
  "charge": 0,
  "gap_ev": 9.9,
  "smiles": "CC[C@H](C)[Si@H](/C=C/Cl)C(C)(C)C",
  "e_homo_ha": -0.332
}

***

In terms of stability, (one) leads; the second structure lies 43.3 kcal/mol higher.